Entry 1:
Molecular formula: C4H7NO
Method: DFT, the ωB97M-V functional and the def2-TZVPD basis

## Properties
Max |F| (eV/A): 1.6
LUMO energy (eV): 0.98
E (a.u.): -286.529853
SMILES: C1CC1.N=C=O
Highest occupied orbital energy (eV): -10.1
HOMO-LUMO gap (eV): 11.09

Each line ends with the Mulliken charge.
Positions of all 13 atoms, in Å:
C -0.320 0.844 -0.058  -0.649
C -0.023 0.964 1.389  -0.414
C 0.770 -0.055 0.682  -0.448
H 0.107 1.588 -0.729  0.287
H -1.375 0.668 -0.304  0.277
H 0.429 1.886 1.700  0.248
H -0.804 0.542 2.013  0.248
H 1.784 0.164 0.348  0.235
H 0.655 -1.102 0.973  0.256
N -0.599 -1.769 -0.766  -0.617
C -0.203 -0.888 -1.538  0.783
O 0.156 -0.212 -2.423  -0.446
H -0.575 -2.632 -1.288  0.240

---

Entry 2:
Molecular formula: C4H7NO
Method: DFT, the ωB97M-V functional and the def2-TZVPD basis

## Properties
Max |F| (eV/A): 0.8
LUMO energy (eV): 0.10
E (a.u.): -286.480124
Highest occupied orbital energy (eV): -8.4
HOMO-LUMO gap (eV): 8.47

Each line ends with the Mulliken charge.
Positions of all 13 atoms, in Å:
C -0.158 -1.657 0.903  -0.908
C 0.485 -1.215 -0.413  0.852
O 1.587 -1.561 -0.779  -0.583
C -0.431 -0.216 -1.031  -0.605
C -0.380 1.901 -0.222  -0.736
N 0.244 0.939 -1.136  -0.101
H -0.877 -2.451 0.670  0.290
H -0.738 -0.865 1.399  0.295
H 0.608 -2.036 1.582  0.327
H -1.266 1.375 0.135  0.334
H 0.316 2.007 0.618  0.281
H -0.658 2.863 -0.638  0.293
H 1.269 0.917 -1.090  0.259

---

Entry 3:
Molecular formula: C4H7NO
Method: DFT, the ωB97M-V functional and the def2-TZVPD basis

## Properties
Max |F| (eV/A): 1.6
LUMO energy (eV): 0.71
E (a.u.): -286.592027
SMILES: CC(C)(O)C#N
Highest occupied orbital energy (eV): -11.4
HOMO-LUMO gap (eV): 12.12

Each line ends with the Mulliken charge.
Positions of all 13 atoms, in Å:
C -0.797 0.058 -1.116  -1.390
C 0.128 0.255 0.091  1.296
C -0.119 -0.763 1.191  -1.381
O 0.003 1.545 0.644  -0.555
C 1.528 -0.019 -0.287  0.004
N 2.621 -0.218 -0.597  -0.454
H -1.829 0.223 -0.795  0.355
H -0.559 0.771 -1.913  0.377
H -0.709 -0.951 -1.530  0.333
H 0.431 -0.530 2.110  0.355
H 0.298 -1.757 0.810  0.339
H -1.183 -0.808 1.439  0.361
H 0.188 2.193 -0.048  0.360